Record 1
ORCA calculation (wB97M-V/def2-TZVPD) on C23H30ClN3O4 in the gas phase.

Computed properties:
SMILES: COc1cc(NC(=O)NCC2CCN(Cc3ccccc3Cl)CC2)cc(OC)c1OC
ΔE to the lowest compared entry with this formula, charge and spin, kcal/mol: 2.7
Calculated total energy, Eh: -1819.842442
E_LUMO, eV: 0.4

Last column: Mulliken charge in e.
Geometry (Å):
1 C 5.489 0.283 -3.725  -0.742
2 H 5.889 1.074 -3.085  0.247
3 O 4.183 -0.088 -3.344  -0.420
4 C 3.939 -0.747 -2.183  0.114
5 C 2.596 -1.098 -2.022  -0.578
6 C 2.171 -1.780 -0.900  -0.031
7 C 3.097 -2.139 0.081  -0.718
8 C 4.430 -1.807 -0.069  0.546
9 C 4.871 -1.089 -1.199  0.726
10 O 6.218 -0.782 -1.332  -0.547
11 C 6.715 0.156 -0.401  -0.731
12 H 7.758 0.319 -0.672  0.261
13 H 6.660 -0.221 0.623  0.272
14 H 6.168 1.105 -0.464  0.301
15 O 5.402 -2.134 0.835  -0.408
16 C 5.057 -2.938 1.934  -0.949
17 H 4.637 -3.897 1.615  0.358
18 H 5.988 -3.116 2.470  0.245
19 H 4.350 -2.433 2.600  0.354
20 H 2.760 -2.683 0.949  0.402
21 N 0.839 -2.136 -0.685  -0.068
22 C -0.238 -1.986 -1.534  0.661
23 O -0.195 -1.468 -2.626  -0.677
24 N -1.383 -2.535 -1.020  -0.164
25 H -1.411 -2.820 -0.055  0.228
26 C -2.657 -2.328 -1.666  -1.551
27 H -2.427 -2.041 -2.695  0.498
28 H -3.207 -3.275 -1.673  0.460
29 C -3.515 -1.237 -1.009  0.461
30 C -2.784 0.103 -0.953  -0.627
31 C -3.667 1.157 -0.296  -1.145
32 N -4.022 0.733 1.045  0.750
33 C -4.796 -0.490 1.008  -1.160
34 C -3.949 -1.610 0.409  -0.677
35 H -3.072 -1.741 1.044  0.301
36 H -4.521 -2.540 0.404  0.348
37 H -5.079 -0.753 2.031  0.464
38 H -5.723 -0.369 0.416  0.331
39 C -4.669 1.786 1.806  -1.216
40 C -3.706 2.907 2.086  0.110
41 C -2.535 2.679 2.803  0.638
42 C -1.632 3.698 3.056  -0.590
43 C -1.895 4.975 2.592  -0.366
44 C -3.055 5.225 1.881  -0.692
45 C -3.946 4.197 1.631  -0.249
46 H -4.850 4.393 1.071  0.345
47 H -3.265 6.220 1.517  0.379
48 H -1.192 5.770 2.788  0.371
49 H -0.733 3.488 3.614  0.416
50 Cl -2.190 1.101 3.405  -0.207
51 H -5.560 2.186 1.288  0.366
52 H -4.996 1.355 2.758  0.413
53 H -3.123 2.102 -0.226  0.540
54 H -4.570 1.325 -0.913  0.264
55 H -2.501 0.423 -1.956  0.484
56 H -1.872 -0.001 -0.362  0.154
57 H -4.414 -1.122 -1.626  0.281
58 H 0.676 -2.630 0.181  0.171
59 H 1.901 -0.823 -2.795  0.670
60 H 5.388 0.663 -4.742  0.283
61 H 6.172 -0.568 -3.714  0.298

Record 2
ORCA calculation (wB97M-V/def2-TZVPD) on a molecular structure, C23H30CoFO5.

Computed properties:
2S+1: 5
Net charge: -2
Calculated total energy, Eh: -2752.987565
E_LUMO (alpha / beta), eV: 3.8 / 3.8
<S²>: 6.02

Last column: Mulliken charge in e.
Geometry (Å):
1 C 0.360 -0.340 -7.192  3.622
2 C 0.126 -1.091 -5.874  -1.784
3 C -0.039 1.118 -6.945  -1.975
4 C -0.870 1.132 -5.640  0.703
5 H -0.643 1.475 -7.777  0.307
6 H 0.861 1.740 -6.902  0.342
7 C -1.047 -0.374 -5.189  0.973
8 H 1.025 -0.932 -5.270  0.243
9 H -0.013 -2.173 -6.024  0.551
10 C -1.283 -0.623 -3.675  -1.843
11 H -1.958 -0.754 -5.707  0.399
12 H -1.875 1.512 -5.850  0.411
13 C -0.336 2.135 -4.704  0.763
14 C 1.777 -0.516 -7.715  -0.520
15 C -0.428 -0.950 -8.384  -0.163
16 O -0.930 -0.293 -9.278  -0.656
17 O 2.765 -0.625 -6.989  -0.654
18 O 1.854 -0.560 -9.056  -0.256
19 O -0.460 -2.302 -8.348  -0.234
20 C -1.054 -2.884 -9.524  -0.810
21 H -0.902 -3.953 -9.413  0.261
22 H -0.556 -2.513 -10.424  0.308
23 H -2.121 -2.641 -9.561  0.297
24 C 3.182 -0.787 -9.555  -0.773
25 H 3.887 -0.034 -9.171  0.285
26 H 3.102 -0.721 -10.642  0.239
27 H 3.525 -1.789 -9.253  0.321
28 O -0.561 0.080 -2.748  0.577
29 H -1.091 -1.678 -3.458  0.012
30 H -2.329 -0.345 -3.565  0.422
31 C -1.274 2.826 -3.811  -1.645
32 C 1.097 2.216 -4.445  -1.762
33 H 1.345 3.065 -5.096  0.461
34 H 1.733 1.377 -4.751  0.049
35 H 1.442 2.523 -3.445  0.536
36 H -0.974 3.040 -2.769  0.087
37 H -2.285 2.399 -3.763  0.300
38 H -1.349 3.783 -4.355  0.470
39 Co 0.255 0.522 -1.372  0.097
40 C -2.174 0.592 0.754  -0.744
41 C -2.956 0.549 -0.447  -0.699
42 C -2.568 -0.597 -1.174  -0.689
43 H -3.762 1.236 -0.757  0.270
44 C -1.489 -1.220 -0.504  -0.787
45 C -1.311 -0.519 0.750  -0.751
46 H -0.621 -0.799 1.548  0.709
47 H -2.237 1.362 1.531  0.319
48 H -3.083 -1.003 -2.053  0.851
49 H -0.949 -2.093 -0.893  0.716
50 C 1.973 1.220 -0.729  -1.065
51 C 1.487 0.231 0.212  -0.491
52 C 1.318 -0.998 -0.508  -0.680
53 H 1.372 0.346 1.275  0.448
54 C 1.720 -0.803 -1.853  -0.396
55 C 2.163 0.542 -1.992  -0.630
56 H 2.552 0.948 -2.915  1.082
57 H 2.186 2.257 -0.512  0.410
58 H 1.102 -1.968 -0.075  0.547
59 H 1.719 -1.571 -2.636  0.441
60 F -0.730 2.020 -1.003  -0.825

Record 3
ORCA calculation (wB97M-V/def2-TZVPD) on a molecular structure, C23H30F6MnN4O2P.

Computed properties:
2S+1: 5
Net charge: +2
Calculated total energy, Eh: -3355.169486
E_LUMO (alpha / beta), eV: -9.7 / -6.9
<S²>: 6.18

Last column: Mulliken charge in e.
Geometry (Å):
1 Mn 0.376 -0.063 0.220  1.148
2 C -2.248 2.080 -0.294  -1.251
3 C -2.177 1.702 1.193  -0.514
4 C -0.907 2.222 1.803  0.344
5 C -0.924 3.123 2.861  -0.857
6 C 0.272 3.555 3.406  -0.537
7 C 1.459 3.107 2.846  -0.911
8 C 1.399 2.218 1.791  -0.377
9 N 0.244 1.782 1.284  0.853
10 N -1.516 1.126 -1.138  0.751
11 C -2.400 0.038 -1.573  -1.392
12 C -1.615 -1.066 -2.229  0.675
13 C -2.224 -1.971 -3.091  -1.183
14 C -1.437 -2.911 -3.738  -0.580
15 C -0.068 -2.904 -3.513  -0.962
16 C 0.449 -1.990 -2.608  -0.680
17 N -0.307 -1.104 -1.968  0.861
18 C -0.879 1.771 -2.296  -1.758
19 C 0.593 2.042 -2.120  1.172
20 C 1.195 3.058 -2.860  -1.194
21 C 2.562 3.250 -2.786  -0.454
22 C 3.300 2.420 -1.954  -1.287
23 C 2.628 1.453 -1.230  -0.416
24 N 1.304 1.251 -1.306  1.032
25 H -1.811 3.075 -0.414  0.648
26 H -3.299 2.131 -0.607  0.459
27 H -2.202 0.611 1.314  -0.378
28 H -3.030 2.122 1.725  0.834
29 H -1.865 3.437 3.286  0.544
30 H 0.281 4.212 4.263  0.458
31 H 2.415 3.393 3.249  0.513
32 H 2.312 1.819 1.363  0.349
33 H -3.162 0.409 -2.277  0.587
34 H -2.926 -0.365 -0.705  0.549
35 H -3.290 -1.930 -3.253  0.574
36 H -1.884 -3.624 -4.416  0.479
37 H 0.585 -3.591 -4.026  0.503
38 H 1.506 -1.971 -2.382  0.465
39 H -1.384 2.705 -2.562  0.670
40 H -0.961 1.110 -3.166  0.418
41 H 0.595 3.690 -3.495  0.536
42 H 3.042 4.030 -3.358  0.466
43 H 4.371 2.527 -1.866  0.496
44 H 3.188 0.815 -0.553  0.466
45 C -2.359 -2.519 1.040  -1.173
46 O -1.109 -2.218 0.425  0.388
47 C -0.306 -3.378 0.231  -0.756
48 C 1.135 -3.170 0.686  -0.827
49 O 1.706 -1.986 0.114  -0.137
50 C 3.042 -1.822 0.586  -0.917
51 H -2.223 -3.053 1.982  0.396
52 H -2.971 -3.121 0.360  0.260
53 H -2.861 -1.578 1.251  0.383
54 H -0.323 -3.639 -0.834  0.164
55 H -0.706 -4.215 0.811  0.663
56 H 1.725 -4.035 0.352  0.707
57 H 1.184 -3.110 1.779  0.269
58 H 3.560 -2.785 0.576  0.400
59 H 3.060 -1.431 1.607  0.267
60 H 3.556 -1.148 -0.099  0.222
61 F 0.304 -0.673 1.971  -0.148
62 P 0.333 -0.824 3.944  1.202
63 F 1.508 -1.863 3.652  -0.337
64 F 1.406 0.361 3.801  -0.284
65 F -0.830 0.271 3.793  -0.291
66 F -0.732 -1.969 3.670  -0.324
67 F 0.344 -0.892 5.482  -0.243

Record 4
ORCA calculation (wB97M-V/def2-TZVPD) on 7 unconnected molecules or ions with the total composition C23H30F6O22S.

Computed properties:
Calculated total energy, Eh: -3547.125057
E_LUMO, eV: 0.2

Last column: Mulliken charge in e.
Geometry (Å):
1 O 3.297 -1.031 1.787  -0.506
2 S 2.875 -0.115 0.798  0.673
3 O 1.945 -0.907 -0.263  -0.309
4 C 0.540 -0.723 0.055  -0.657
5 C -0.250 -0.095 -1.120  -0.058
6 O -0.697 1.217 -0.839  -0.405
7 C 0.310 2.174 -0.812  -0.108
8 C -0.123 3.254 0.201  0.968
9 F 0.901 3.668 0.933  -0.303
10 F -0.674 4.287 -0.394  -0.286
11 F -0.972 2.742 1.045  -0.346
12 O 4.327 0.154 -0.065  -0.405
13 C 4.212 1.078 -1.058  0.926
14 F 5.349 1.095 -1.751  -0.271
15 F 3.264 0.807 -1.912  -0.151
16 F 4.040 2.284 -0.602  -0.264
17 H 0.382 -0.062 0.912  0.486
18 H 0.102 -1.699 0.208  0.265
19 H 0.397 -0.154 -2.000  0.038
20 H -1.129 -0.696 -1.311  0.368
21 H 0.487 2.620 -1.796  0.348
22 H 1.275 1.803 -0.460  -0.096
23 C -3.098 -1.940 2.602  -0.416
24 C -3.441 -3.409 2.605  -0.302
25 O -3.228 -3.777 1.234  -0.264
26 C -2.358 -2.886 0.697  0.549
27 O -1.845 -3.007 -0.370  -0.509
28 O -2.149 -1.844 1.536  -0.215
29 H -2.663 -1.605 3.539  0.286
30 H -3.953 -1.306 2.363  0.279
31 H -2.771 -3.997 3.235  0.269
32 H -4.468 -3.604 2.904  0.340
33 C 6.717 -1.628 -1.299  -0.099
34 C 5.823 -2.828 -1.505  0.552
35 O 6.703 -3.776 -2.108  -0.379
36 C 7.975 -3.446 -1.755  0.566
37 O 8.926 -4.126 -1.953  -0.508
38 O 8.005 -2.231 -1.147  -0.386
39 H 6.452 -1.046 -0.422  0.223
40 H 6.734 -0.968 -2.168  0.271
41 H 5.451 -3.239 -0.564  0.287
42 H 4.978 -2.615 -2.156  -0.482
43 C -3.225 4.836 3.587  -0.268
44 C -4.413 4.518 4.463  -0.323
45 O -4.734 3.180 4.073  -0.321
46 C -3.615 2.618 3.553  0.603
47 O -3.506 1.464 3.286  -0.527
48 O -2.640 3.546 3.377  -0.220
49 H -2.516 5.508 4.065  0.270
50 H -3.513 5.254 2.621  0.240
51 H -4.164 4.525 5.526  0.265
52 H -5.255 5.183 4.292  0.296
53 C 0.556 7.331 1.302  0.076
54 C 0.744 8.264 0.130  -0.374
55 O -0.593 8.693 -0.140  -0.332
56 C -1.317 8.548 1.000  0.655
57 O -2.416 8.966 1.160  -0.524
58 O -0.612 7.859 1.936  -0.341
59 H 1.402 7.336 1.986  0.332
60 H 0.355 6.305 0.994  -0.081
61 H 1.351 9.136 0.381  0.266
62 H 1.176 7.771 -0.738  0.314
63 C -4.860 -6.728 0.549  0.070
64 C -6.088 -6.908 -0.310  -0.353
65 O -6.594 -8.170 0.132  -0.325
66 C -6.136 -8.383 1.395  0.655
67 O -6.506 -9.257 2.107  -0.515
68 O -5.197 -7.459 1.731  -0.311
69 H -4.656 -5.687 0.781  0.008
70 H -3.969 -7.172 0.101  0.224
71 H -6.844 -6.141 -0.127  0.279
72 H -5.861 -6.933 -1.373  0.304
73 C 3.049 -2.368 -4.375  0.275
74 C 3.299 -1.418 -5.524  -0.358
75 O 1.989 -0.917 -5.799  -0.363
76 C 1.245 -1.051 -4.672  0.676
77 O 0.166 -0.583 -4.516  -0.513
78 O 1.902 -1.796 -3.744  -0.229
79 H 3.885 -2.422 -3.682  -0.380
80 H 2.801 -3.376 -4.711  0.281
81 H 3.945 -0.583 -5.244  0.282
82 H 3.716 -1.911 -6.398  0.318

Among the records above, which one has the highest calculated total energy?
C23H30ClN3O4